Density functional theory data (ωB97M-V with the def2-TZVPD basis set) for a structure of composition C34H42AsBeCl2F9GeO2PSe.

Last column: Mulliken charge in e.
Element x y z (Å)
Be1 -0.847417 0.515199 -0.011459  0.6874
Cl1 -4.310651 -2.018717 -1.209088  -0.1553
C1 -4.324037 -1.135370 0.322222  0.0878
Cl2 -5.487517 0.205730 0.291021  -0.1795
C2 -2.952804 -0.534369 0.608305  -0.7662
O1 -2.536729 -0.516124 1.764005  -0.2498
O2 -2.309273 -0.040617 -0.393457  -0.2424
H1 -4.622352 -1.815706 1.110907  0.4215
C3 -0.490204 0.759458 -6.162092  -1.3033
Ge1 0.331740 2.247591 -5.169289  0.7562
C4 1.976926 2.872804 -6.042434  -1.1825
C5 -1.009952 3.650348 -4.869322  -1.2038
C6 0.879050 1.686481 -3.305168  -1.2911
Se1 -0.655380 1.087543 -2.248308  0.1966
C7 -0.632098 -0.743490 -2.883114  -0.4940
H2 -0.658612 1.084564 -7.188962  0.4010
H3 -1.458254 0.497079 -5.734813  0.4284
H4 0.147199 -0.123787 -6.192587  0.3727
H5 1.756942 3.195930 -7.059436  0.3754
H6 2.714151 2.072131 -6.092849  0.3717
H7 2.409620 3.714000 -5.502279  0.3693
H8 -1.514718 3.907299 -5.799598  0.3998
H9 -0.556101 4.553604 -4.462120  0.3332
H10 -1.756165 3.284644 -4.163674  0.3794
H11 1.295755 2.560652 -2.802839  0.5754
H12 1.621580 0.888284 -3.289401  0.4336
H13 -0.677710 -0.727856 -3.967768  0.5022
H14 -1.503619 -1.248644 -2.475140  0.0658
H15 0.292190 -1.213639 -2.551464  0.0302
C8 0.423151 4.339164 0.352511  -1.3639
C9 0.076942 3.713503 1.702219  -0.6103
As1 -1.189197 2.224853 1.496452  0.3845
C10 -1.723710 1.789910 3.339120  -0.4234
C11 -1.237847 2.749917 4.418622  -1.4069
C12 -2.756085 3.132606 0.759378  -0.2078
C13 -3.251968 4.303872 1.601649  -1.2609
H16 1.229789 5.063016 0.462082  0.4702
H17 -0.435408 4.859025 -0.074034  0.3038
H18 0.745318 3.575321 -0.360960  0.1858
H19 -0.346549 4.457236 2.375216  0.5734
H20 0.977395 3.327696 2.183423  0.4346
H21 -1.384217 0.778525 3.544524  0.3016
H22 -2.814500 1.746603 3.317323  0.6881
H23 -0.153012 2.718422 4.524391  0.2361
H24 -1.673310 2.463869 5.375997  0.4430
H25 -1.530802 3.780222 4.216053  0.2997
H26 -3.540011 2.383427 0.645384  0.1419
H27 -2.486472 3.459399 -0.247830  0.3813
H28 -3.557197 3.970863 2.594437  0.2677
H29 -4.112429 4.776943 1.129563  0.4407
H30 -2.477272 5.062900 1.717053  0.3060
F1 6.625458 -2.071246 -1.422531  -0.2475
C14 5.575140 -2.075411 -2.260980  0.7781
F2 5.785242 -1.115425 -3.175644  -0.2678
F3 5.582216 -3.255951 -2.902846  -0.2579
C15 4.282717 -1.868834 -1.515059  0.2703
C16 3.745359 -2.931688 -0.798426  -1.0571
C17 2.557493 -2.764536 -0.109052  -0.4153
C18 1.894763 -1.539634 -0.146852  0.0802
C19 2.455697 -0.477918 -0.851375  -0.3673
C20 3.651948 -0.636001 -1.533859  -0.8829
P1 0.313580 -1.235135 0.726431  1.4471
C21 -0.537597 -2.843451 0.608995  0.6847
C22 -0.499042 -3.524287 -0.606739  -1.0023
C23 -1.237211 -4.682346 -0.789273  -1.0390
C24 -2.028528 -5.155880 0.242956  0.1887
C25 -2.072621 -4.494247 1.462894  -1.0996
C26 -1.332951 -3.339437 1.644567  -0.4795
C27 -2.863017 -6.396490 0.060993  0.7149
F4 -3.030808 -6.704450 -1.232401  -0.2717
F5 -4.083095 -6.238801 0.605090  -0.2587
F6 -2.297272 -7.458970 0.660197  -0.2464
C28 0.958764 -1.055613 2.423819  0.7332
C29 1.403067 0.214416 2.782513  -1.0575
C30 1.946817 0.447493 4.033964  -0.6580
C31 2.055207 -0.602635 4.930982  0.1758
C32 1.647852 -1.880603 4.575064  -1.2412
C33 1.108121 -2.110056 3.320105  -0.4804
C34 2.627706 -0.381179 6.306220  0.6963
F7 2.858319 0.918042 6.550600  -0.2815
F8 3.790130 -1.036373 6.461822  -0.2495
F9 1.788420 -0.829362 7.256551  -0.2551
H31 4.255344 -3.885809 -0.792459  0.4660
H32 2.142713 -3.595624 0.447055  0.5265
H33 1.944203 0.479151 -0.871816  0.6929
H34 4.086439 0.186249 -2.085696  0.5773
H35 0.113639 -3.155641 -1.419027  0.4803
H36 -1.207732 -5.213696 -1.730229  0.5133
H37 -2.695854 -4.876523 2.260602  0.4667
H38 -1.403624 -2.805820 2.578858  0.6849
H39 1.334614 1.025682 2.067631  0.6185
H40 2.291086 1.434070 4.312463  0.6144
H41 1.755918 -2.695496 5.278928  0.4625
H42 0.807210 -3.112850 3.052589  0.5388

Force components x, y, z for each atom (eV/Å):
-0.4 -0.1 0.1
-0.1 -0.1 0.0
0.1 0.1 -0.3
0.0 0.0 0.0
0.1 0.0 0.7
-0.2 -0.2 -0.4
0.2 0.0 0.2
0.1 0.0 0.0
0.1 0.2 0.2
0.0 0.0 0.2
-0.3 -0.1 0.1
0.2 -0.1 -0.1
-0.1 0.0 0.0
0.0 0.1 -0.4
0.0 -0.1 0.0
0.0 0.0 0.0
0.0 0.0 0.0
0.0 0.0 0.0
0.0 0.0 0.0
0.0 0.0 0.0
0.0 0.0 0.0
0.0 0.0 0.0
0.0 0.0 0.0
0.0 0.0 0.0
0.0 0.0 0.0
0.0 0.0 0.0
0.0 0.0 0.0
0.0 0.0 0.0
0.0 0.0 0.0
-0.1 -0.1 0.1
0.1 -0.1 -0.2
0.0 0.3 0.1
0.0 0.0 0.0
0.0 0.0 -0.2
0.0 0.1 0.0
0.1 -0.1 0.0
0.0 0.0 0.0
0.0 0.0 0.0
0.0 0.0 0.0
-0.1 -0.1 0.0
0.0 0.0 0.0
0.0 -0.1 -0.1
0.0 0.0 -0.1
0.0 0.0 0.0
0.0 0.0 0.0
0.0 0.0 0.1
0.1 -0.1 0.0
0.0 0.0 0.0
0.0 0.0 0.0
0.0 0.0 0.0
0.0 0.1 0.0
-0.1 0.0 -0.1
0.1 0.0 -0.1
0.0 -0.1 0.1
0.0 0.1 0.1
0.0 0.0 0.0
0.0 0.0 0.0
0.0 0.0 0.0
-0.2 0.2 -0.2
-0.1 0.0 0.1
0.1 0.0 0.0
0.8 -0.3 0.2
-0.2 0.2 0.0
0.0 0.0 0.0
0.0 0.0 0.0
0.0 0.0 0.0
0.0 0.0 0.0
0.0 0.1 -0.1
-0.1 -0.1 0.0
0.0 0.0 0.1
0.1 0.0 -0.1
0.0 0.1 0.0
-0.2 0.1 0.0
-0.1 -0.1 0.0
0.1 0.0 0.0
0.0 0.0 0.0
0.0 0.0 0.0
0.0 0.0 0.0
0.0 0.0 0.1
0.0 -0.1 0.0
-0.1 0.0 0.0
0.1 0.0 -0.1
0.0 0.0 0.0
0.0 0.0 0.0
0.1 0.0 0.0
0.0 0.0 0.0
0.0 0.0 0.0
0.0 0.0 0.0
0.0 0.0 0.0
0.0 0.1 0.1
0.0 0.0 0.0
0.0 0.0 0.0
0.0 0.0 0.0
0.0 0.0 0.0

The HOMO energy is -12.0 eV. The calculation puts the energy above the lowest of the compared OMol25 structures with the same formula, charge and spin at 0.0 kJ/mol. The total energy is -10360.66044 a.u. The calculation puts the LUMO energy at -2.69 eV. As for the total charge: +1.